The following is a quantum chemistry calculation of C5H8Br4Na5O3 as an isolated structure at a distorted geometry, from OMol25.

Geometry as XYZ:
```
25
Properties=species:S:1:pos:R:3
Na -5.70 4.13 1.58
Na 1.39 3.74 5.19
Na -1.10 -1.68 3.47
Na -3.56 5.24 5.94
Na -6.12 -0.80 1.53
C -1.52 2.29 2.20
O -2.30 1.53 1.73
O -0.33 1.86 2.35
O -1.70 3.38 2.70
Br -2.13 -2.02 -2.66
C -1.49 -0.49 -3.68
C -2.68 0.54 -3.96
Br -1.75 1.69 -5.41
H -1.18 -0.98 -4.60
H -0.66 0.02 -3.20
H -3.01 1.23 -3.18
H -3.49 0.02 -4.45
Br 6.17 -0.93 -0.27
C 5.37 -2.62 0.27
C 4.01 -2.35 0.91
Br 3.02 -4.05 1.19
H 6.03 -3.16 0.95
H 5.30 -3.07 -0.73
H 3.39 -1.70 0.30
H 4.04 -1.80 1.85
```

* 2S+1: 1
* HOMO level: -12.44 eV
* total charge: +3
* LUMO energy: -9.72 eV
* max |F|: 7.7 eV/A
* ΔE to the lowest compared entry with this formula, charge and spin: 25.2 kcal per mole

Charge distribution, Löwdin scheme, values in e: Na 0.835; Na 0.911; Na 0.904; Na 0.837; Na 0.942; C -1.196; O -0.083; O -0.114; O -0.081; Br 0.565; C -0.720; C -0.545; Br 0.552; H 0.032; H 0.054; H 0.042; H 0.043; Br 0.630; C -0.682; C -0.687; Br 0.559; H 0.066; H 0.046; H 0.043; H 0.049